(1)
DFT (ωB97M-V/def2-TZVPD) results for a structure of composition C43H43N9O2STi at a distorted geometry.

Output
LUMO level (spin up / spin down): 2.2 / 2.2 eV
HOMO-LUMO gap (spin up / spin down): 3.6 / 6.4 eV
Total charge: -1
ΔE to the lowest compared entry with this formula, charge and spin: 14.9 kcal per mole
<S²>: 3.796
Spin multiplicity: 4
Total energy: -96747.47200 eV

XYZ file:
```
99
Properties=species:S:1:pos:R:3:forces:R:3
H -1.493 -7.037 -0.517 -0.001 -0.007 0.039
H -2.113 -0.688 6.437 0.002 0.002 -0.003
H 1.142 -3.820 3.245 0.035 0.001 0.011
C -2.452 -0.783 3.791 -0.046 0.032 -0.065
H -4.141 0.381 -3.000 0.041 0.010 -0.025
H 0.441 -6.241 -1.708 0.004 0.026 -0.037
C -3.366 2.235 -0.310 0.034 0.050 0.017
C 2.356 -2.937 0.362 0.165 0.040 0.011
H 1.151 0.164 -4.448 0.021 -0.012 0.013
N 0.465 -5.538 -0.990 -0.047 -0.058 0.021
H -6.082 2.469 -1.791 0.003 -0.004 0.010
H 1.828 4.627 4.441 -0.009 0.018 -0.013
N -2.468 -1.409 -2.166 0.000 0.101 0.423
Ti 0.368 -0.940 -1.139 0.676 1.385 0.169
C 1.470 -3.411 2.307 -0.057 -0.036 0.047
N -1.256 -1.999 -2.129 -0.319 0.002 -0.332
H -1.556 -2.357 6.367 0.001 -0.006 -0.013
H 0.515 4.013 5.447 0.009 -0.008 0.003
C 3.063 2.438 0.120 0.023 0.020 0.011
H 5.342 -1.812 -4.525 -0.008 0.015 -0.003
C -0.250 -1.647 2.368 0.220 -0.193 -0.042
H 1.128 4.744 -2.627 0.006 0.001 -0.014
H -1.204 4.783 3.801 0.000 -0.004 -0.004
C 0.384 3.352 3.389 0.039 -0.024 -0.026
N 1.361 -2.080 0.542 -0.483 -0.129 0.108
H 1.488 -3.340 -3.518 -0.007 0.011 0.025
N -1.168 -0.711 0.309 -0.058 -0.041 0.060
C 4.426 -1.745 -3.947 0.035 -0.011 -0.017
H -3.562 3.202 0.141 -0.012 -0.008 0.005
C -2.630 -3.197 -3.442 0.131 0.096 0.102
H 2.937 -2.874 -0.544 -0.026 -0.026 -0.012
H -5.039 2.716 -3.190 0.012 -0.006 0.003
C -1.362 -1.264 4.506 0.062 -0.090 -0.035
C -0.531 4.515 2.981 -0.013 0.010 -0.006
C -3.693 0.659 -2.054 0.023 0.203 -0.037
H 0.115 1.274 4.005 0.000 0.018 0.005
H 1.837 2.941 4.953 -0.002 0.000 -0.013
H -4.929 3.801 -1.804 0.000 0.000 -0.006
C -2.403 -0.647 2.418 -0.012 0.000 0.090
C 1.194 3.761 4.627 0.007 -0.013 0.003
C -2.757 -0.182 -1.472 -0.027 -0.335 -0.257
C -1.343 -3.068 -2.899 -0.063 -0.138 -0.022
C 1.826 3.529 -4.301 -0.030 -0.082 0.031
C 1.314 3.017 2.217 -0.018 -0.007 -0.004
C -2.436 1.396 0.271 0.040 0.065 -0.121
H -3.005 -3.965 -4.094 -0.005 -0.005 0.003
H -3.267 -0.250 1.903 -0.001 0.008 0.021
H 0.054 5.397 2.711 0.002 -0.002 0.006
H -0.024 2.852 -1.493 0.003 -0.004 0.014
C 4.262 -0.706 -3.052 -0.028 0.023 -0.023
H 0.327 1.176 1.671 0.033 0.005 -0.036
C 2.469 -3.806 1.454 0.009 0.083 -0.055
H -0.387 -1.041 6.415 0.000 0.004 0.000
H 5.053 0.029 -2.944 -0.001 0.001 0.009
C 1.171 1.199 -4.144 -0.029 0.089 -0.017
C -4.031 1.875 -1.479 -0.003 -0.127 0.023
H -4.336 -1.805 -3.065 0.009 -0.011 0.007
H -3.352 -0.481 4.317 0.009 0.008 0.002
C 2.364 3.886 1.895 -0.007 -0.051 -0.020
C 3.432 -2.707 -4.106 -0.053 0.054 0.075
C -0.282 -1.706 3.757 -0.085 0.049 0.045
C -5.075 2.761 -2.100 0.009 0.052 -0.022
C -1.268 -0.978 1.645 0.018 0.032 -0.160
H -1.206 1.888 3.018 0.040 0.023 0.052
C 2.255 -2.585 -3.342 -0.017 -0.077 -0.123
C -0.719 -5.133 -0.417 0.186 0.116 -0.120
O -0.858 -4.041 0.091 -0.160 -0.148 0.149
N 0.833 -2.359 1.750 -0.113 0.105 -0.032
C -3.313 -2.112 -2.942 -0.167 -0.066 -0.028
N 0.518 1.481 -2.964 -0.012 -0.053 0.380
H 4.066 4.260 0.632 0.000 -0.007 0.009
H 3.172 -4.609 1.593 -0.009 -0.007 -0.001
N 1.877 0.501 -0.443 0.199 -0.172 -0.517
H 2.513 4.798 2.459 0.013 0.008 0.009
H 3.554 -3.522 -4.810 0.005 0.002 -0.007
C 2.923 0.438 -1.326 -0.085 -0.151 0.027
C 1.142 3.761 -3.083 0.002 0.023 0.000
O -0.173 0.510 -2.318 -0.060 -0.281 -0.164
H 1.144 -4.800 -1.109 0.007 0.010 0.007
H -1.135 4.239 2.113 0.009 -0.001 -0.001
H 2.336 1.944 -5.715 0.006 0.014 0.005
C 1.814 2.200 -4.801 0.012 0.037 -0.042
C -1.354 -1.344 6.008 -0.007 0.022 0.027
C 3.082 -0.602 -2.269 0.097 -0.125 -0.057
H -2.526 -5.832 0.100 -0.004 -0.010 0.006
C 3.244 3.589 0.856 0.007 0.043 0.021
H -1.057 2.410 4.690 -0.008 0.000 -0.007
C -2.116 0.147 -0.272 -0.158 -0.442 0.247
S 4.029 1.798 -1.186 0.069 0.081 0.030
C 1.120 1.877 1.446 -0.066 0.023 0.067
C 1.972 1.582 0.371 -0.110 -0.049 0.029
H 0.582 -2.104 4.275 0.008 0.009 0.015
H 2.359 4.318 -4.809 0.005 -0.001 0.000
C 2.022 -1.574 -2.425 0.113 -0.071 0.227
C -0.486 2.161 3.790 -0.038 0.014 0.023
H -1.909 1.709 1.162 -0.037 0.009 -0.028
N -1.742 -6.063 -0.487 0.005 0.013 -0.033
H -0.483 -3.704 -3.016 0.002 0.025 -0.045
C 0.498 2.755 -2.432 0.043 0.010 -0.103
```
Positions in Å, forces in eV/Å.

=====

(2)
DFT (ωB97M-V/def2-TZVPD) results for a structure of composition C43H44BCl2N5O6SSn.

Output
LUMO level (spin up / spin down): 4.2 / 4.2 eV
HOMO-LUMO gap (spin up / spin down): 4.6 / 4.5 eV
Total charge: -2
ΔE to the lowest compared entry with this formula, charge and spin: 23.2 kcal per mole
Total energy: -107433.17861 eV

XYZ file:
```
103
Properties=species:S:1:pos:R:3:forces:R:3
C 5.682 -2.557 -3.229 0.003 -0.007 0.003
N 1.830 -2.581 -1.543 0.035 0.019 -0.054
H 3.086 -6.047 4.691 -0.008 -0.004 0.008
N 0.579 -2.432 -0.960 0.003 -0.083 0.067
H -3.926 -2.435 1.483 0.000 0.002 0.001
C -3.482 1.076 -2.665 -0.020 0.036 0.043
C -5.886 1.007 -2.623 0.001 0.006 0.003
C 3.945 3.152 2.334 -0.026 0.052 0.023
C -0.251 -3.357 -1.253 0.027 0.009 0.006
H -3.408 2.918 3.235 0.014 0.013 -0.003
Cl 2.243 -0.443 -5.258 0.027 0.012 0.008
H 3.950 2.626 -0.454 -0.006 -0.006 -0.001
S 2.253 -2.084 1.983 0.056 0.280 0.032
H 1.757 3.508 3.852 0.003 -0.003 -0.002
C 1.183 -0.069 -3.857 0.007 -0.095 -0.024
O 1.958 1.935 1.816 0.050 -0.123 0.034
C -5.960 1.608 -3.871 0.014 0.003 0.006
H -1.663 1.090 -4.778 0.030 0.008 -0.037
C 2.671 -4.317 3.491 -0.030 -0.010 -0.012
C 4.383 -2.540 -2.745 0.008 -0.016 0.019
N 0.952 -0.998 2.096 -0.064 -0.126 0.142
H 3.205 -4.690 2.624 -0.021 -0.006 -0.011
H -5.639 -0.030 -0.250 0.003 -0.006 -0.001
H -4.019 0.649 0.044 -0.002 0.003 0.008
C -1.966 1.748 2.161 0.106 0.182 -0.120
C 2.601 -5.080 4.651 0.012 0.020 0.021
C -3.484 -3.059 0.715 -0.003 -0.014 -0.008
H 0.710 -2.976 6.516 0.002 -0.007 0.008
H 7.034 -0.173 -1.242 0.001 0.003 -0.003
C -1.090 0.843 4.582 0.085 -0.116 -0.045
C -4.666 0.744 -2.003 -0.005 -0.009 -0.040
H -1.664 2.716 -4.124 0.011 -0.025 0.025
C -4.158 -4.143 0.205 -0.034 0.015 0.033
C 1.766 5.190 0.288 0.051 0.014 -0.012
H -8.109 1.492 -3.929 0.000 -0.002 0.002
H 0.154 -1.135 5.222 -0.001 0.004 0.024
C 2.631 -1.605 -1.177 -0.156 0.027 0.023
H -2.521 2.134 5.473 0.005 -0.007 0.005
C -2.268 1.990 -4.673 0.004 -0.011 0.015
H 3.957 2.751 3.349 0.001 -0.010 -0.001
C 1.271 -3.358 5.669 -0.028 0.026 -0.017
N 0.800 -1.312 4.473 0.111 0.125 -0.007
H 1.684 5.462 -0.765 -0.011 -0.011 -0.005
C -3.587 -4.938 -0.792 0.024 -0.024 -0.021
C 1.679 4.027 2.896 -0.056 -0.005 -0.002
C 6.642 -1.708 -2.690 0.013 -0.001 -0.015
C -3.536 1.658 -3.934 0.019 0.017 -0.001
H 4.381 4.320 -0.119 -0.006 0.007 0.011
H -2.267 2.083 1.172 -0.025 -0.019 0.014
H 1.161 -0.945 -3.220 0.007 0.007 -0.033
O -1.641 -1.629 0.761 -0.052 -0.054 0.041
C 2.501 3.259 1.865 0.017 0.032 0.026
C 2.069 -3.068 3.414 -0.035 -0.135 0.017
H -7.457 2.993 -4.586 0.006 0.002 0.003
B 1.211 1.779 0.665 0.239 0.041 -0.328
H 0.201 0.162 -4.240 -0.033 0.005 0.064
C -1.601 -3.513 -0.742 -0.014 -0.004 0.020
C -2.138 0.845 -1.976 0.017 0.034 -0.040
O 1.363 2.876 -0.164 -0.216 0.063 0.117
H 4.683 -0.140 -0.399 -0.002 0.003 0.001
O 2.343 -0.627 -0.422 0.162 -0.070 0.037
Sn 0.026 -0.173 0.117 0.154 0.207 0.363
H 5.948 -3.232 -4.035 0.002 0.002 -0.002
C 6.291 -0.838 -1.666 0.016 0.006 0.006
H 0.772 5.249 0.729 0.003 0.005 0.016
H -1.842 -5.220 -1.995 -0.003 -0.006 0.002
H 2.029 5.054 3.021 0.009 -0.001 0.000
H 1.810 -5.185 6.648 0.003 0.003 -0.001
C 1.891 -4.597 5.742 0.020 -0.010 -0.017
H 4.514 2.475 1.699 0.003 -0.002 -0.004
H 7.656 -1.721 -3.072 0.002 -0.001 0.004
H -7.350 1.507 -5.522 0.006 -0.001 -0.002
C -4.770 1.928 -4.514 -0.005 -0.039 -0.020
H 4.434 4.130 2.342 -0.004 0.010 -0.001
C 0.438 -0.663 3.273 0.173 -0.162 -0.149
H 3.622 -3.193 -3.150 -0.005 0.008 -0.008
C -2.191 -2.673 0.256 0.016 0.040 -0.041
C -7.289 1.915 -4.511 -0.028 -0.001 -0.011
H 0.624 4.040 2.619 0.003 -0.002 -0.019
C 4.027 -1.667 -1.720 0.020 -0.009 -0.023
H -0.709 0.521 5.544 0.004 0.011 0.002
C 1.365 -2.578 4.518 -0.049 -0.073 -0.010
C -2.100 1.759 4.546 -0.061 0.043 -0.006
C -4.631 0.080 -0.655 -0.004 -0.005 0.016
C -2.587 2.219 3.305 -0.009 -0.014 0.035
C 3.584 3.654 -0.458 0.009 -0.055 0.007
C 4.989 -0.815 -1.188 -0.027 -0.002 -0.018
H -6.803 0.736 -2.106 -0.006 0.002 -0.002
H 2.419 5.914 0.782 0.013 0.000 -0.006
H 3.329 3.908 -1.488 -0.005 -0.007 0.000
H -5.149 -4.377 0.582 0.000 -0.008 -0.003
O -1.934 1.543 -0.955 0.031 -0.106 0.026
Cl 1.773 1.298 -2.923 -0.003 0.120 -0.146
N -0.951 0.892 2.164 -0.133 -0.395 0.113
C 2.326 3.779 0.396 0.031 0.007 -0.003
H -4.800 2.389 -5.498 -0.004 0.004 -0.001
H -2.486 2.393 -5.664 -0.004 0.020 0.006
C -2.320 -4.609 -1.234 -0.004 0.009 0.007
H 0.097 -4.143 -1.932 0.000 0.012 -0.006
O -1.365 -0.003 -2.475 -0.188 0.068 -0.083
C -0.525 0.357 3.361 -0.315 0.253 -0.086
H -4.114 -5.791 -1.201 -0.002 0.005 -0.003
H -4.182 -0.912 -0.723 0.017 0.002 0.005
```
Positions in Å, forces in eV/Å.

=====

(3)
DFT (ωB97M-V/def2-TZVPD) results for a structure of composition C43H44N5O5SiY.

Output
LUMO level: 0.0 eV
HOMO-LUMO gap: 6.8 eV
Total charge: 0
Total energy: -71917.71261 eV

XYZ file:
```
99
Properties=species:S:1:pos:R:3:forces:R:3
H 2.825 4.017 -1.643 0.020 0.007 -0.027
C 0.713 -0.065 -3.820 -0.111 -0.198 -0.007
C -0.801 -1.265 3.658 0.008 -0.083 -0.061
C 3.235 -0.020 -2.640 -0.013 -0.087 -0.161
H -4.183 3.459 1.189 0.020 -0.001 0.007
C 1.819 0.417 -4.721 0.005 0.070 -0.036
C 2.154 2.120 -2.433 0.060 0.137 -0.088
C -3.707 -1.926 -0.467 0.123 -0.050 -0.070
H -3.015 -5.204 -1.000 0.001 0.000 -0.008
C -1.758 -3.567 -1.584 0.083 0.027 -0.038
H -2.333 -3.180 1.959 -0.026 0.009 -0.030
O -2.329 -0.002 -1.089 0.090 -0.016 0.033
H -0.135 1.273 5.874 0.004 0.007 0.006
C -5.639 1.609 -1.239 -0.028 0.001 -0.017
H -2.775 5.216 0.209 -0.033 -0.031 -0.008
Si -1.437 3.527 1.527 -0.216 -0.047 0.045
H -1.569 5.979 1.238 0.005 0.010 0.010
H -0.377 -1.580 -4.874 0.033 -0.007 0.022
C -0.075 0.878 4.860 0.011 0.134 0.023
H 2.712 -0.477 1.125 0.068 -0.002 0.005
N -1.902 2.106 0.652 0.021 0.111 0.042
H -2.619 2.689 3.573 0.012 -0.048 -0.024
C -1.654 3.355 -3.674 -0.025 0.021 0.112
C -1.449 -3.480 2.518 -0.026 -0.018 -0.066
C -1.751 5.127 0.577 0.073 -0.051 0.107
H -0.700 -0.573 6.970 0.001 0.011 0.004
C -0.692 3.023 -4.621 0.122 -0.055 0.007
N 1.938 0.397 -0.561 0.262 0.004 0.053
H -1.609 4.082 3.958 0.012 0.009 -0.007
C 3.210 0.546 -4.010 0.036 -0.063 0.059
C -4.277 2.697 0.426 0.019 0.043 -0.073
H 5.019 -1.122 -2.453 0.003 -0.001 -0.006
H -0.709 -1.741 -2.041 0.017 0.006 0.008
H 0.712 2.651 2.516 -0.004 0.002 0.024
H -0.914 3.040 -5.682 -0.018 0.002 -0.002
C 3.964 -0.925 -0.540 -0.077 -0.041 0.098
H -1.373 -0.547 -3.822 -0.021 -0.015 -0.034
C -1.359 3.216 -2.325 -0.124 0.038 -0.101
H -0.742 0.062 -5.371 -0.013 0.001 0.003
C -2.890 -4.129 -1.020 -0.009 -0.071 0.016
H 0.959 0.929 4.521 -0.016 -0.002 0.027
H -1.572 -4.514 2.844 -0.005 0.012 -0.029
H 4.666 -1.507 0.036 -0.008 -0.007 0.006
H -0.616 -3.432 1.818 0.025 0.014 0.007
O 1.660 1.877 -7.137 -0.003 0.082 0.099
H -1.162 -4.093 7.525 -0.006 -0.003 0.006
C -3.855 -3.305 -0.461 -0.046 0.030 0.039
C -1.469 -3.166 4.970 0.020 0.045 -0.049
C -0.586 -0.535 4.838 0.010 -0.058 -0.021
H -0.651 1.528 4.203 -0.002 0.009 -0.007
H -6.305 3.210 0.026 -0.010 -0.009 -0.014
C -1.586 -3.089 7.475 0.010 -0.036 0.065
H -1.790 -4.201 5.022 -0.001 -0.003 0.000
H -3.162 4.316 3.172 -0.018 0.002 -0.025
H -2.122 3.394 -1.578 0.013 -0.009 -0.018
C -4.577 0.764 -1.522 0.022 0.019 0.040
C -1.596 -2.189 -1.616 -0.157 -0.048 0.037
C 4.141 -0.728 -1.953 -0.049 0.059 -0.053
C -3.152 1.897 0.132 -0.272 0.036 -0.006
H -1.074 5.223 -0.273 0.013 -0.022 -0.008
N 1.992 2.542 -6.175 0.040 0.037 -0.053
H 0.923 3.100 0.813 -0.017 -0.022 -0.025
C 2.882 2.051 -3.807 -0.069 0.075 0.050
H 4.046 0.304 -4.662 0.010 0.009 0.013
C 0.785 2.633 -2.775 -0.009 -0.041 -0.036
C -1.296 -2.452 6.147 -0.004 -0.006 -0.025
C 2.924 2.953 -1.423 0.008 -0.027 0.021
H 3.635 2.822 -3.946 0.024 -0.028 -0.002
H -4.446 -1.293 -0.001 -0.006 0.016 0.006
C -5.482 2.558 -0.238 -0.015 0.027 0.016
C -2.581 -1.383 -1.069 -0.052 0.087 0.071
O 0.327 0.295 2.218 0.034 -0.034 -0.029
O 2.490 3.647 -6.223 -0.049 -0.130 -0.006
H 1.799 -0.072 -5.692 -0.023 -0.028 -0.012
H -4.732 -3.735 0.004 0.002 -0.004 -0.001
C 0.421 3.369 1.751 0.043 0.065 -0.036
H 2.579 2.760 -0.410 -0.032 0.033 0.010
H -6.572 1.518 -1.779 0.007 -0.015 -0.006
C 2.046 0.591 -1.974 0.161 -0.037 0.112
C 0.551 2.649 -4.149 -0.101 -0.025 0.096
O -1.151 -1.022 1.298 -0.014 -0.048 -0.151
C -1.241 -2.602 3.721 0.008 0.035 0.123
H -1.175 -2.504 8.296 0.001 0.009 -0.004
H -4.666 -0.008 -2.276 0.002 -0.011 -0.002
H -2.662 -3.181 7.636 -0.005 0.007 -0.011
H 0.846 4.342 2.011 -0.035 0.009 0.064
H 3.983 2.690 -1.459 -0.004 -0.045 0.020
C -3.398 0.878 -0.812 -0.022 0.099 -0.034
C -0.854 -1.142 6.060 -0.009 -0.009 -0.002
C -0.536 -0.636 2.333 0.283 -0.040 0.192
H -0.985 -4.198 -2.005 -0.003 -0.003 0.003
N 0.770 0.049 -2.555 0.085 0.135 0.045
C 2.883 -0.352 0.060 0.113 0.049 -0.009
C -2.287 3.663 3.210 0.098 0.077 -0.080
C -0.525 -0.563 -4.502 -0.037 0.050 0.010
C 1.724 1.988 -4.807 0.017 0.074 -0.065
H -2.646 3.670 -3.965 0.006 0.001 -0.023
Y -0.245 0.699 0.028 -0.499 -0.162 -0.244
N -0.160 2.837 -1.864 0.178 -0.052 0.088
```
Positions in Å, forces in eV/Å.